(1)
A single C5H5BrOS molecule in a non-equilibrium geometry. Source: the Open Molecules 2025 dataset; level of theory: ωB97M-V/def2-TZVPD.

```
13
Properties=species:S:1:pos:R:3:lowdin_charge:R:1
O 1.90 1.76 1.51 0.07
C 1.33 0.74 1.43 -0.47
C 0.66 0.27 0.21 -0.85
Br 2.36 -1.09 -0.28 0.52
C -0.43 -0.70 0.35 -0.28
C -1.37 -0.46 -0.80 -0.20
C -1.08 0.53 -1.57 -0.40
S 0.40 1.42 -1.11 0.97
H 1.02 0.13 2.41 0.17
H -0.77 -0.52 1.35 0.11
H -0.11 -1.76 0.19 0.10
H -2.26 -1.12 -1.18 0.15
H -1.65 0.81 -2.51 0.10
```

The net charge is 0. The HOMO energy comes out at -0.3286 hartree. The multiplicity is 1. The electronic energy comes out at -88189.2781 eV. As for the frontier orbital gap: 0.301 Eh. The SMILES is O=C[C@@]1(Br)CC=CS1. The value obtained for the lowest unoccupied orbital energy is -0.759 eV.

---

(2)
A molecular structure, C24H24B3Ba2Br12O24 in a non-equilibrium geometry. Source: the Open Molecules 2025 dataset; level of theory: ωB97M-V/def2-TZVPD.

```
89
Properties=species:S:1:pos:R:3:lowdin_charge:R:1
Ba 33.57 -0.26 7.82 1.79
Ba 32.41 9.06 10.32 1.89
O 37.24 6.70 12.48 0.21
C 36.52 6.06 11.79 -0.38
O 36.59 4.80 11.44 0.27
B 35.32 4.35 10.90 -0.86
O 34.69 5.60 10.42 0.23
C 35.27 6.61 11.08 -0.34
O 34.79 7.71 11.04 -0.02
O 34.50 3.75 12.00 0.25
C 34.33 2.49 11.69 -0.41
O 33.78 1.62 12.31 0.18
C 34.90 2.21 10.32 -0.37
O 35.42 3.32 9.86 0.28
O 34.86 1.15 9.74 -0.08
O 33.05 8.46 7.61 -0.14
C 33.25 7.43 7.01 -0.39
O 33.57 6.29 7.51 0.27
B 33.64 5.25 6.48 -0.85
O 33.65 6.00 5.21 0.25
C 33.38 7.27 5.46 -0.35
O 33.19 8.16 4.69 0.17
O 34.82 4.39 6.70 0.29
C 34.49 3.15 6.83 -0.39
O 35.18 2.17 6.93 0.01
C 32.95 3.10 6.71 -0.41
O 32.50 4.32 6.57 0.20
O 32.30 2.09 6.80 -0.02
O 31.26 0.62 8.99 -0.07
C 30.93 1.58 9.65 -0.35
O 31.70 2.63 9.79 0.25
B 30.93 3.72 10.40 -0.81
O 29.74 3.04 10.97 0.25
C 29.67 1.81 10.45 -0.37
O 28.72 1.11 10.47 0.20
O 31.72 4.37 11.50 0.28
C 31.70 5.65 11.28 -0.40
O 32.17 6.49 12.01 0.08
C 31.14 5.90 9.88 -0.38
O 30.58 4.80 9.46 0.29
O 31.18 6.97 9.33 -0.10
Br 27.47 -2.05 6.92 0.65
C 28.34 -0.32 7.19 -0.67
C 29.50 -0.19 6.20 -0.56
Br 30.87 -1.58 6.67 0.54
H 28.67 -0.29 8.22 0.03
H 27.60 0.44 6.96 0.07
H 30.03 0.76 6.24 0.01
H 29.19 -0.50 5.21 0.05
Br 29.38 3.75 5.93 0.68
C 29.30 4.87 4.31 -0.61
C 30.67 4.97 3.64 -0.64
Br 31.46 3.22 3.24 0.64
H 28.98 5.85 4.66 0.05
H 28.56 4.51 3.60 0.06
H 31.40 5.34 4.34 0.01
H 30.71 5.58 2.75 0.07
Br 33.02 11.40 1.48 0.63
C 34.15 9.92 2.09 -0.70
C 35.55 10.03 1.52 -0.72
Br 36.56 8.41 1.83 0.64
H 33.70 9.04 1.62 0.05
H 34.14 9.78 3.17 0.03
H 36.09 10.73 2.15 0.05
H 35.70 10.47 0.54 0.06
Br 29.83 8.98 6.82 0.65
C 30.29 9.80 5.07 -0.61
C 31.53 10.67 5.22 -0.66
Br 31.04 12.50 5.78 0.63
H 29.46 10.36 4.65 0.06
H 30.54 8.99 4.38 0.05
H 32.02 10.70 4.25 0.02
H 32.14 10.30 6.04 -0.03
Br 33.78 11.26 8.26 0.63
C 34.90 12.90 8.08 -0.62
C 34.12 13.98 7.34 -0.75
Br 35.19 15.58 7.46 0.71
H 35.82 12.69 7.54 0.07
H 35.18 13.17 9.09 0.05
H 33.14 14.05 7.81 0.04
H 33.83 13.64 6.35 0.04
Br 37.09 -0.55 7.41 0.61
C 38.20 1.00 6.95 -0.61
C 38.66 0.82 5.51 -0.66
Br 37.26 1.35 4.25 0.64
H 38.98 0.98 7.70 0.07
H 37.60 1.89 7.10 0.04
H 38.94 -0.19 5.26 0.05
H 39.50 1.47 5.28 0.06
```

The net charge is +1. The HOMO energy comes out at -0.4359 hartree. The multiplicity is 1. The electronic energy comes out at -918361.2681 eV. As for the frontier orbital gap: 0.319 Eh. The value obtained for the lowest unoccupied orbital energy is -3.189 eV.

---

(3)
A molecular structure, C51H29Cl4N5O4Ti. Source: the Open Molecules 2025 dataset; level of theory: ωB97M-V/def2-TZVPD.

```
94
Properties=species:S:1:pos:R:3:mulliken_spin:R:1
Ti 0.24 0.11 0.29 0.10
Cl -4.86 2.79 -7.43 0.00
C -3.83 2.31 -6.11 0.01
C -4.17 1.20 -5.35 -0.01
C -3.36 0.84 -4.29 0.02
C -2.20 1.55 -3.98 -0.01
C -1.88 2.65 -4.78 0.03
C -2.69 3.04 -5.83 -0.01
C -1.37 1.17 -2.81 0.09
C -0.94 2.15 -1.90 0.09
C -1.41 3.55 -1.82 -0.01
C -0.89 4.07 -0.71 0.05
C -0.10 3.02 -0.04 -0.04
C 0.54 2.83 2.12 0.06
C 0.38 3.64 3.36 0.02
C 1.13 4.79 3.60 0.02
C 0.96 5.52 4.77 0.00
C 0.03 5.10 5.71 0.00
Cl -0.20 6.02 7.17 0.00
C -0.71 3.95 5.50 0.00
C -0.54 3.23 4.33 0.01
C 1.60 1.63 2.14 -0.07
N 1.05 0.32 2.15 0.12
C 1.29 -0.27 3.28 0.10
C 0.73 -1.52 3.57 0.06
C 0.92 -2.14 4.90 0.02
C 2.17 -2.62 5.29 0.01
C 2.36 -3.20 6.54 0.00
C 1.29 -3.31 7.40 0.00
Cl 1.51 -4.04 8.97 0.00
C 0.03 -2.85 7.04 0.00
C -0.15 -2.27 5.79 0.01
C 0.14 -2.22 2.52 0.00
C -0.17 -3.63 2.63 0.13
C -0.28 -4.11 1.37 -0.10
C -0.13 -3.00 0.48 0.24
N 0.05 -1.83 1.19 -0.02
C -0.13 -3.14 -0.92 -0.09
C -0.35 -2.10 -1.81 0.30
C -0.57 -2.29 -3.21 -0.11
C -1.03 -1.12 -3.70 0.15
C -1.03 -0.16 -2.62 -0.05
N -0.58 -0.78 -1.46 -0.03
C 0.10 -4.52 -1.44 -0.05
C 1.31 -5.16 -1.16 -0.02
C 1.58 -6.44 -1.63 0.01
C 0.62 -7.09 -2.38 -0.01
Cl 0.94 -8.70 -2.96 0.00
C -0.59 -6.49 -2.66 0.01
C -0.85 -5.21 -2.19 -0.02
C 2.22 0.58 4.08 -0.02
C 2.50 1.66 3.35 0.02
N -0.06 1.90 -0.95 0.12
H -5.07 0.64 -5.58 0.00
H -3.64 -0.01 -3.68 0.00
H -0.97 3.20 -4.58 0.00
H -2.43 3.90 -6.44 0.00
H -2.09 4.01 -2.51 0.00
H -1.04 5.07 -0.33 0.00
H 1.86 5.11 2.87 -0.03
H 1.54 6.42 4.95 0.00
H -1.42 3.62 6.25 0.00
H -1.12 2.33 4.16 0.00
H 3.00 -2.53 4.61 0.00
H 3.33 -3.57 6.84 0.00
H -0.80 -2.95 7.73 0.00
H -1.13 -1.91 5.51 0.00
H -0.22 -4.18 3.56 0.00
H -0.48 -5.13 1.07 -0.01
H -0.40 -3.21 -3.76 -0.01
H -1.32 -0.89 -4.72 0.01
H 2.06 -4.63 -0.57 0.00
H 2.52 -6.92 -1.41 0.00
H -1.34 -7.02 -3.24 0.00
H -1.81 -4.75 -2.39 0.00
H 2.59 0.32 5.05 0.00
H 3.14 2.50 3.62 0.00
O 4.06 -0.07 -1.22 0.03
C 3.03 0.43 -0.52 0.22
O 1.98 -0.32 -0.37 0.03
C 3.05 1.71 -0.02 -0.11
C 3.83 2.82 -0.37 0.47
C 3.36 4.12 -0.07 -0.12
C 2.12 4.39 0.45 0.35
C 1.20 3.26 0.76 -0.03
N 1.90 1.98 0.76 0.00
C -0.78 2.43 1.33 0.01
O -1.94 3.08 1.74 0.00
O -1.05 1.11 1.17 0.01
H 3.79 -0.93 -1.55 0.00
H 4.73 2.68 -0.97 0.03
H 4.00 4.96 -0.34 0.00
H 1.78 5.41 0.57 0.01
H -1.72 3.96 2.07 0.00
```

The net charge is 0. The HOMO energy (spin up / spin down) comes out at -0.2292 / -0.2657 hartree. The multiplicity is 3. The electronic energy comes out at -142204.6950 eV. As for the frontier orbital gap (spin up / spin down): 0.191 / 0.197 Eh. The value obtained for the lowest unoccupied orbital energy (spin up / spin down) is -1.025 / -1.869 eV.

---

(4)
2 unconnected molecules or ions with the total composition C4H10N2 in a non-equilibrium geometry. Source: the Open Molecules 2025 dataset; level of theory: ωB97M-V/def2-TZVPD.

```
16
Properties=species:S:1:pos:R:3:lowdin_charge:R:1
C 2.06 -0.94 1.23 -0.03
C 2.31 -0.33 0.06 -0.28
N 1.28 0.19 -0.72 0.03
H 1.01 -1.05 1.50 0.02
H 2.69 -1.64 1.74 0.03
H 3.35 -0.03 -0.08 0.10
H 0.36 -0.07 -0.40 0.03
H 1.46 0.20 -1.70 0.08
C -1.58 -0.55 0.83 -0.12
N -1.89 0.22 -0.09 -0.08
C -2.00 1.28 -1.06 -0.12
H -2.01 -0.32 1.83 0.06
H -1.14 -1.57 0.89 0.06
H -2.53 2.18 -0.76 0.07
H -2.42 0.89 -2.00 0.08
H -0.96 1.55 -1.27 0.07
```

The net charge is 0. The HOMO energy comes out at -0.2939 hartree. The multiplicity is 1. The electronic energy comes out at -7286.8219 eV. As for the frontier orbital gap: 0.330 Eh. The SMILES is C=CN.C=NC. The value obtained for the lowest unoccupied orbital energy is 0.975 eV.

---

(5)
2 unconnected molecules or ions with the total composition C6H12O4S. Source: the Open Molecules 2025 dataset; level of theory: ωB97M-V/def2-TZVPD.

```
23
Properties=species:S:1:pos:R:3:lowdin_charge:R:1
C 0.13 -1.98 -1.87 -0.03
C 1.53 -1.45 -1.99 -0.30
C 1.86 -0.33 -0.98 -0.07
O 2.90 -0.89 -0.17 0.06
C 3.25 -2.11 -0.60 -0.58
O 4.04 -2.82 -0.09 0.17
O 2.48 -2.47 -1.65 0.08
H 0.00 -2.43 -0.89 0.10
H -0.13 -2.72 -2.63 0.09
H -0.60 -1.17 -1.98 0.09
H 1.77 -1.10 -3.00 0.15
H 1.08 0.01 -0.31 0.12
H 2.27 0.54 -1.50 0.13
C -3.29 2.06 1.24 -0.27
S -1.56 2.57 1.16 0.78
O -1.47 3.88 1.84 -0.55
C -0.94 1.32 2.26 -0.28
H -3.56 1.82 2.27 0.05
H -3.44 1.19 0.60 0.05
H -3.87 2.90 0.88 0.05
H -0.89 0.38 1.69 0.04
H -1.61 1.20 3.11 0.05
H 0.05 1.61 2.61 0.06
```

The net charge is 0. The HOMO energy comes out at -0.3390 hartree. The multiplicity is 1. The electronic energy comes out at -25441.0618 eV. As for the frontier orbital gap: 0.351 Eh. The value obtained for the lowest unoccupied orbital energy is 0.335 eV.